The following is a DFT calculation (ωB97M-V with the def2-TZVPD basis set) of a molecular structure, C17H31Br2Ca2ClF6LiMgN2O10P in a non-equilibrium geometry.

Positions of all 74 atoms, in Å:
C1 -1.1615 1.7313 -1.4990
C2 -0.3322 0.4351 -1.2990
O1 -0.5380 -0.4823 -2.0334
O2 0.5843 0.3128 -0.3004
C3 1.8993 0.8429 -0.6153
C4 2.9221 -0.2367 -0.9958
C5 2.9257 -1.3624 0.0624
C6 3.1635 -0.6896 1.4376
C7 3.5943 -1.6068 2.5930
C8 3.8540 -0.7115 3.8768
N1 4.7869 0.3448 3.5790
C9 2.4368 -0.0251 4.2881
O3 2.3844 1.0501 4.8072
O4 1.2054 -0.6586 4.0215
H1 -1.9942 1.4516 -2.1547
H2 -1.5927 2.1648 -0.5596
H3 -0.6349 2.5435 -2.0234
H4 1.8763 1.6797 -1.3338
H5 2.2709 1.2917 0.3282
H6 3.9150 0.2455 -0.9664
H7 2.8230 -0.6365 -2.0156
H8 3.7136 -2.1060 -0.1289
H9 1.9675 -1.8971 0.1219
H10 2.2014 -0.2065 1.6990
H11 3.8962 0.1232 1.3049
H12 4.4846 -2.1637 2.2753
H13 2.7369 -2.3159 2.7880
H14 4.3153 -1.2897 4.7110
H15 4.3463 1.0747 3.0307
H16 5.0170 0.7526 4.4932
Ca1 -2.2843 1.8082 0.7950
C10 -1.5294 -0.3015 6.1770
C11 -2.7962 0.6123 6.1989
O5 -3.0195 1.2029 5.1280
O6 -3.3852 0.6028 7.2813
H17 -1.0506 -0.2546 5.2009
H18 -0.8223 0.0328 6.9359
H19 -1.8208 -1.3324 6.3849
Ca2 1.7330 -2.2896 4.9518
Br1 -6.1060 2.8271 6.6371
C12 -6.2250 1.6049 5.1340
C13 -4.8634 1.3104 4.5659
Br2 -4.2146 2.8258 3.4943
H20 -6.9027 2.0530 4.4123
H21 -6.6696 0.6943 5.5306
H22 -4.9035 0.4652 3.8811
H23 -4.1095 1.1202 5.3270
C14 6.2937 -0.1488 6.4857
O7 6.0442 -1.2653 5.9492
O8 7.1213 -0.2050 7.5608
O9 5.8548 0.9581 6.1418
H24 7.2690 -1.1711 7.5578
C15 -0.8136 -0.6128 -7.5621
O10 -0.4768 0.4826 -7.9492
N2 -0.8887 -0.9765 -6.2509
C16 -1.3044 -2.3024 -5.8528
C17 -0.5465 -0.0011 -5.2405
H25 -1.0991 -1.4185 -8.2541
H26 -2.2002 -2.2326 -5.2294
H27 -0.5028 -2.7775 -5.2803
H28 -1.5276 -2.9107 -6.7263
H29 -1.2023 0.8690 -5.3417
H30 0.4862 0.3264 -5.3872
H31 -0.6592 -0.4309 -4.2491
Cl1 -2.5990 4.1792 -2.4047
F1 -2.8293 0.4705 -10.4483
P1 -3.4408 -1.0188 -10.7796
F2 -4.0647 -2.0869 -9.6892
F3 -4.8057 -0.1520 -10.4877
F4 -2.5216 -0.9484 -12.1342
F5 -4.3623 -1.8268 -11.8700
F6 -2.0655 -1.5715 -10.0623
Li1 -4.3033 1.7277 -2.0399
Mg1 1.0460 2.4064 2.0159

Force components x, y, z for each atom (eV/Å):
0.27 -0.66 0.64
0.12 -0.55 -0.53
-0.32 0.03 0.16
-0.31 0.91 -0.20
1.22 0.37 -0.06
-0.03 -0.53 0.06
0.25 0.32 0.71
-0.41 -0.20 -0.22
-0.43 0.84 0.35
-1.05 -0.10 -1.30
-0.40 -0.41 0.51
-1.32 -0.08 -0.27
0.45 0.68 -0.22
1.46 0.95 -0.50
0.27 0.16 0.03
3.26 0.97 -5.68
-0.17 -0.16 0.32
-0.34 -0.45 0.05
-0.20 -0.09 -0.42
-0.36 -0.02 -0.06
-0.35 0.24 0.29
-0.21 0.33 -0.15
0.21 0.08 -0.35
0.28 -0.16 0.26
0.03 -0.47 0.16
-0.19 0.02 0.51
0.67 0.07 -0.40
-0.10 0.20 -0.05
0.04 -0.01 0.06
0.73 0.20 0.01
-1.74 -0.11 5.78
0.38 0.17 -0.69
3.21 -3.25 6.20
5.74 0.39 -0.89
-0.31 0.56 -2.40
0.13 0.04 -0.03
-0.20 0.10 0.06
-0.29 0.13 0.15
0.72 -1.78 0.92
-0.10 0.08 -0.20
0.15 0.14 0.93
-6.97 1.05 -4.58
-0.34 0.09 -0.71
0.01 0.11 -0.19
0.11 -0.09 -0.09
0.22 -0.10 0.18
-1.46 0.38 1.71
0.43 0.11 0.63
-0.72 0.07 -0.37
-0.42 -0.60 -0.70
-0.33 -0.11 -0.24
0.50 0.33 0.63
-0.18 -0.39 -0.70
0.12 0.17 0.48
-0.24 0.12 0.29
0.24 0.15 -0.02
0.11 -0.03 -0.23
0.03 0.06 -0.09
-0.02 -0.09 0.03
-0.10 -0.12 0.03
-0.01 0.08 -0.03
0.09 0.13 -0.05
-0.07 0.13 0.10
0.01 -0.14 -0.17
-1.00 -1.43 1.05
0.44 -0.05 0.53
-0.50 -0.14 -0.32
-0.20 0.38 0.43
-0.35 -0.02 -0.45
0.27 0.69 0.01
-0.24 -0.55 0.28
0.62 -0.39 -0.23
-0.10 1.22 -1.16
-0.70 0.01 0.38

Values from the calculation:
net charge	+2
E_HOMO	-12.26	eV
maximum force	8.40	eV/Å
HOMO-LUMO gap	0.0346	Eh
E	-9638.86432	Ha
lowest unoccupied orbital energy	-11.3	eV

***

The following is a DFT calculation (ωB97M-V with the def2-TZVPD basis set) of a molecular structure, C17H31MnN6O.

Positions of all 56 atoms, in Å:
Mn1 -0.1580 -0.4405 -0.1721
C1 2.1580 1.4452 -1.4882
C2 2.3547 1.4448 0.0173
N1 1.2209 0.8117 0.7835
C3 0.6204 1.7663 1.7690
C4 -0.7741 1.3261 2.2246
N2 -0.9236 -0.1400 2.1153
C5 -0.3856 -0.8501 3.3198
C6 0.8455 -1.7064 3.0724
C7 0.5894 -2.7778 2.0287
N3 0.7645 -2.3000 0.6347
C8 2.1400 -2.4171 0.1243
C9 2.0747 -2.2341 -1.3804
N4 1.4120 -0.9403 -1.7243
C10 2.3987 0.1040 -2.1503
H1 2.8252 2.1854 -1.9321
H2 1.1468 1.7815 -1.7235
H3 2.4764 2.4653 0.3773
H4 3.2733 0.9149 0.2796
H5 1.6432 0.0754 1.3428
H6 0.5592 2.7439 1.2919
H7 1.3134 1.8649 2.6077
H8 -1.5267 1.7940 1.5967
H9 -0.9547 1.6728 3.2445
H10 -1.9161 -0.3398 2.0768
H11 -1.1757 -1.5014 3.6964
H12 -0.1913 -0.1160 4.1038
H13 1.1066 -2.1851 4.0179
H14 1.7307 -1.1116 2.8223
H15 -0.4422 -3.1232 2.1181
H16 1.2277 -3.6508 2.1843
H17 0.1930 -2.9115 0.0563
H18 2.5717 -3.3928 0.3637
H19 2.7827 -1.6648 0.5922
H20 1.4982 -3.0513 -1.8195
H21 3.0689 -2.2806 -1.8228
H22 0.7996 -1.1293 -2.5121
H23 2.3801 0.1994 -3.2359
H24 3.3936 -0.2536 -1.8819
N5 -1.9758 5.1338 -3.2346
C11 -2.2230 4.2042 -2.6097
C12 -2.5154 3.0237 -1.8470
C13 -3.8112 2.6623 -1.5067
C14 -3.9865 1.5025 -0.7678
C15 -2.8819 0.7557 -0.4131
N6 -1.6147 1.1041 -0.7252
C16 -1.4547 2.2230 -1.4355
H25 -4.6497 3.2724 -1.8147
H26 -4.9727 1.1699 -0.4785
H27 -3.0076 -0.1769 0.1176
H28 -0.4526 2.5352 -1.6852
C17 -1.7243 -1.9065 -2.1816
O1 -1.3107 -1.5684 -0.8705
H29 -2.7274 -2.3304 -2.1177
H30 -1.0562 -2.6576 -2.6164
H31 -1.7567 -1.0244 -2.8323

Force components x, y, z for each atom (eV/Å):
0.29 0.10 0.22
-0.17 0.02 -0.07
0.03 -0.08 0.11
0.06 0.11 -0.08
0.03 -0.01 -0.02
0.07 -0.01 -0.04
0.02 0.14 0.00
-0.07 0.02 -0.06
0.00 0.01 0.02
0.02 -0.02 -0.05
0.11 -0.08 0.04
-0.02 -0.03 -0.08
-0.09 0.04 0.00
0.07 0.04 -0.10
0.01 -0.09 0.16
0.06 -0.04 0.02
0.10 0.03 -0.02
-0.02 -0.01 -0.01
0.02 0.03 -0.06
-0.02 0.03 0.05
-0.03 -0.01 0.02
-0.05 0.01 0.01
0.01 0.00 0.01
0.03 -0.01 0.00
-0.01 0.02 0.05
0.02 -0.01 0.01
0.03 -0.02 0.00
-0.05 -0.01 0.00
0.02 0.01 -0.01
0.00 -0.02 0.01
0.03 0.05 0.02
-0.05 0.01 0.02
-0.01 0.01 -0.03
-0.02 0.03 -0.01
-0.05 0.01 0.05
0.00 -0.02 -0.01
0.09 0.06 -0.07
-0.03 0.02 0.01
0.02 0.05 -0.01
0.05 0.05 0.00
-0.08 -0.05 -0.04
0.11 -0.01 0.05
-0.01 0.00 0.01
0.06 0.01 0.00
-0.03 -0.02 -0.06
-0.26 -0.05 -0.23
0.04 0.12 0.13
-0.01 -0.01 0.00
-0.01 -0.01 0.01
0.02 -0.02 0.00
-0.02 -0.03 0.00
0.12 0.25 0.02
-0.40 -0.56 0.11
0.04 0.00 -0.07
-0.06 0.02 -0.04
-0.03 -0.07 -0.02

Values from the calculation:
expectation value of S²	6.0527
net charge	+2
E_HOMO (alpha / beta)	-15.61 / -16.08	eV
maximum force	0.70	eV/Å
HOMO-LUMO gap (alpha / beta)	0.2990 / 0.3516	Eh
E	-2220.63931	Ha
2S+1	5
lowest unoccupied orbital energy (alpha / beta)	-7.5 / -6.5	eV

***

The following is a DFT calculation (ωB97M-V with the def2-TZVPD basis set) of 3 unconnected molecules or ions with the total composition C17H31N3O8P2 in a non-equilibrium geometry.

Positions of all 61 atoms, in Å:
N1 -2.9550 6.2511 0.7734
C1 -2.5762 6.3552 2.2047
C2 -1.7318 5.1545 2.6995
C3 -2.5890 3.8910 3.0518
C4 -2.2169 2.7161 2.1394
C5 -2.0634 1.3991 2.6822
N2 -1.7382 0.3138 2.0102
C6 -1.5287 0.6158 0.6923
C7 -1.1207 -0.4506 -0.1773
C8 -0.8780 -0.2673 -1.5030
C9 -1.0453 1.0747 -2.1018
C10 -1.4504 2.0820 -1.2765
C11 -1.6819 1.8879 0.1232
N3 -2.0516 2.9769 0.8607
H1 -3.8646 5.8049 0.7043
H2 -2.3118 5.6370 0.2823
H3 -1.9882 7.2883 2.2787
H4 -3.5133 6.4510 2.7757
H5 -0.9808 4.9481 1.9199
H6 -1.1664 5.4752 3.5957
H7 -2.4556 3.6561 4.1169
H8 -3.6496 4.1620 2.8932
H9 -2.2371 1.2798 3.7616
H10 -0.9693 -1.4682 0.1988
H11 -0.5357 -1.0769 -2.1502
H12 -0.8750 1.3074 -3.1545
H13 -1.6078 3.0881 -1.6772
C12 2.4137 -0.7718 5.0833
O1 2.2962 -1.5464 3.8765
P1 1.9868 -3.1926 4.0713
O2 2.3221 -3.6217 2.6891
O3 0.3899 -2.9387 4.2807
C13 -0.3301 -2.2010 3.2943
O4 1.8617 -4.7042 4.7693
C14 1.5147 -4.7664 6.1649
H14 2.4951 0.2766 4.8058
H15 1.5362 -0.9098 5.7218
H16 3.3147 -1.0633 5.6265
H17 0.1623 -2.2238 2.3224
H18 -0.4391 -1.1690 3.6212
H19 -1.3229 -2.6375 3.1986
H20 0.4911 -4.4230 6.3209
H21 2.2025 -4.1652 6.7613
H22 1.5869 -5.8037 6.4849
C15 2.5844 -0.8278 -4.6139
O5 1.2104 -1.1252 -4.9389
P2 0.9415 -1.4728 -6.5667
O6 -0.5388 -1.3436 -6.5564
O7 1.4053 -3.0278 -6.3842
C16 0.7778 -3.8261 -5.3873
O8 1.1686 -1.5705 -8.2162
C17 2.5156 -1.7446 -8.6950
H23 2.6665 -0.7371 -3.5333
H24 3.2478 -1.6241 -4.9629
H25 2.8766 0.1199 -5.0705
H26 -0.2090 -3.4482 -5.1205
H27 1.4088 -3.8598 -4.4969
H28 0.6780 -4.8373 -5.7781
H29 2.8983 -2.7267 -8.4139
H30 3.1694 -0.9652 -8.3015
H31 2.4995 -1.6746 -9.7805

Force components x, y, z for each atom (eV/Å):
-0.34 -0.23 0.42
0.36 -0.07 -0.80
-0.21 0.54 0.53
0.54 0.39 -0.72
-0.31 0.39 0.38
-0.16 -0.24 0.84
-0.22 1.96 -0.48
0.40 -1.58 -0.80
0.20 -0.55 -0.22
0.00 1.82 -1.20
-0.07 -1.11 1.22
0.02 0.21 -0.19
-0.15 0.57 -0.48
0.18 -0.99 0.61
0.14 0.01 -0.14
-0.05 0.05 0.10
-0.25 -0.40 0.38
0.46 0.14 0.04
-0.29 -0.12 0.30
-0.25 -0.18 -0.32
-0.12 -0.20 -0.38
0.35 -0.33 0.07
0.06 0.02 -0.42
-0.20 0.53 0.29
-0.18 0.15 0.30
0.01 -0.48 0.29
0.06 -0.31 0.26
-0.05 0.12 -0.04
1.53 -1.20 2.73
-4.26 -1.24 -6.38
0.80 0.18 0.77
0.29 -0.52 0.75
-0.06 0.55 0.13
1.74 2.25 1.96
-0.19 -0.17 0.16
-0.02 -0.04 -0.08
0.00 0.04 -0.01
-0.02 0.15 0.05
0.13 -0.06 0.09
0.00 0.01 -0.11
0.06 -0.09 0.12
0.04 0.06 -0.07
-0.03 -0.10 0.11
0.09 0.00 -0.13
0.04 0.00 0.23
2.13 1.79 -2.05
-6.08 -5.12 0.75
0.68 1.00 -0.07
0.66 0.32 -0.67
0.20 -0.04 0.52
2.32 2.05 1.61
0.15 -0.18 -0.22
-0.07 -0.04 -0.02
-0.01 -0.02 0.06
0.09 0.00 0.13
0.03 0.11 -0.11
-0.08 -0.01 0.05
0.06 0.07 -0.14
-0.05 0.03 0.08
0.07 -0.02 -0.13
-0.14 0.08 0.04

Values from the calculation:
E_HOMO	-9.08	eV
SMILES	NCCCc1cnc2ccccc2n1.COP(=O)(OC)OC.COP(=O)(OC)OC
maximum force	7.99	eV/Å
HOMO-LUMO gap	0.2843	Eh
E	-2115.22236	Ha
lowest unoccupied orbital energy	-1.3	eV

***

The following is a DFT calculation (ωB97M-V with the def2-TZVPD basis set) of a molecular structure, C17H31N3OsP2 in a non-equilibrium geometry.

Positions of all 54 atoms, in Å:
P1 0.1303 -1.5395 -1.9385
P2 -0.0336 1.5407 -1.6699
C1 -0.1003 -0.5888 -3.5234
C2 0.2980 0.8860 -3.3781
H1 -1.1566 -0.6914 -3.8171
H2 0.4987 -1.0795 -4.2980
H3 1.3646 1.0503 -3.5829
H4 -0.2570 1.5133 -4.0822
C3 -1.7282 2.2184 -1.7221
H5 -1.8635 2.8653 -0.8433
H6 -2.4595 1.3978 -1.6998
H7 -1.8474 2.8068 -2.6406
C4 1.0408 2.9434 -1.3130
H8 1.0279 3.6413 -2.1565
H9 2.0640 2.5886 -1.1389
H10 0.6672 3.4447 -0.4107
C5 -0.9922 -2.9542 -1.9041
H11 -0.7081 -3.5736 -1.0446
H12 -0.9115 -3.5353 -2.8303
H13 -2.0196 -2.5870 -1.7691
C6 1.8607 -2.1390 -1.9778
H14 2.5377 -1.2923 -1.8017
H15 2.0440 -2.5872 -2.9601
H16 1.9888 -2.8883 -1.1850
Os1 0.0216 -0.1740 -0.2629
C7 0.5497 1.7087 -6.9328
C8 -0.7672 1.7616 -6.7005
C9 -1.8148 1.0101 -7.4791
C10 -1.4007 -0.3732 -8.0525
C11 -0.7266 -1.2807 -7.0678
C12 0.5841 -1.3488 -6.7981
C13 1.6540 -0.5418 -7.4827
C14 1.2531 0.8790 -7.9655
C15 0.0772 -1.7645 1.0460
H17 1.2152 2.3534 -6.3498
H18 -1.1597 2.4795 -5.9667
H19 -2.1817 1.6333 -8.3145
H20 -2.6759 0.8314 -6.8169
H21 -2.3488 -0.8678 -8.3108
H22 -0.8591 -0.2470 -8.9986
H23 -1.4065 -1.9690 -6.5573
H24 0.9515 -2.1194 -6.1063
H25 2.0488 -1.1030 -8.3484
H26 2.4930 -0.4113 -6.7815
H27 2.2064 1.3919 -8.1614
H28 0.7370 0.8208 -8.9322
H29 0.8557 -1.4662 1.7704
H30 0.2810 -2.7670 0.6442
H31 -0.8949 -1.7416 1.5707
N1 -0.0826 1.2270 1.1593
C16 -0.1121 1.2019 2.3518
N2 -0.2052 1.5687 3.5509
C17 -0.1249 0.7669 4.5998
N3 -0.0622 0.1027 5.5658

Force components x, y, z for each atom (eV/Å):
0.67 -1.51 -2.79
-0.57 1.01 -2.57
-0.05 -0.41 0.05
0.12 0.47 0.02
0.26 0.05 0.12
-0.23 0.15 0.12
-0.13 -0.17 0.09
0.05 -0.07 -0.05
0.18 0.17 -0.16
-0.10 -0.22 -0.28
0.18 0.33 -0.02
-0.16 0.02 0.26
0.18 0.12 -0.29
0.07 0.04 0.19
-0.22 0.16 -0.02
0.14 -0.16 -0.23
0.04 -0.06 -0.34
-0.18 0.08 -0.28
-0.11 0.01 0.23
0.28 -0.20 -0.06
-0.40 -0.26 -0.21
-0.11 -0.29 -0.11
0.24 -0.03 0.22
0.09 0.20 -0.25
-0.38 2.38 6.13
3.87 -0.78 -0.96
-4.33 -0.09 -0.27
0.62 -0.72 0.50
-0.69 0.24 -0.28
0.29 -0.07 0.47
-0.26 -0.09 -0.32
0.25 -0.20 0.34
0.64 0.85 0.01
0.18 -1.71 0.15
-0.28 -0.14 0.00
0.28 -0.20 -0.29
-0.01 0.25 0.34
0.09 0.40 -0.14
0.28 0.25 -0.17
-0.08 -0.24 0.29
0.29 0.14 -0.04
-0.20 0.27 -0.37
-0.07 0.24 0.33
-0.18 -0.07 -0.26
-0.29 -0.12 -0.06
-0.21 0.08 0.41
-0.03 -0.29 -0.27
-0.08 0.17 0.75
0.14 -0.24 -0.27
0.11 -0.79 -0.73
-0.37 2.22 2.47
0.19 -0.91 -1.98
0.17 -1.72 2.74
-0.14 1.43 -2.12

Values from the calculation:
expectation value of S²	6.0194
net charge	+2
E_HOMO (alpha / beta)	-14.06 / -14.01	eV
maximum force	6.58	eV/Å
HOMO-LUMO gap (alpha / beta)	0.2788 / 0.1120	Eh
E	-1603.18881	Ha
2S+1	5
lowest unoccupied orbital energy (alpha / beta)	-6.5 / -11.0	eV

***

Q: The highest maximum force belongs to which entry?
A: C17H31Br2Ca2ClF6LiMgN2O10P